No. 1
The following is a DFT calculation (ωB97M-V/def2-TZVPD) of C28H30BF5O2 as an isolated structure at a distorted geometry.

The HOMO energy is -8.88 eV. For the total energy, the calculation gives -1759.645911 Eh. The total charge is 0. The energy above the lowest of the compared OMol25 structures with the same formula, charge and spin comes out at 0.0 kcal/mol.

Atoms and positions in Å:
C  -0.270  2.947  -1.340
C  0.777  2.042  -0.704
C  2.150  2.720  -0.847
C  0.491  1.625  0.834
C  1.203  2.452  1.882
C  -0.984  1.594  1.167
O  1.011  0.294  0.876
B  1.449  0.080  -0.432
C  2.864  -0.435  -0.677
C  3.677  -0.679  0.435
C  5.027  -0.429  0.370
C  5.580  -0.091  -0.863
C  7.026  0.310  -0.892
F  7.481  0.467  -2.158
F  7.246  1.488  -0.235
F  7.795  -0.634  -0.280
C  4.829  -0.102  -2.035
C  3.455  -0.327  -1.947
C  -0.811  -1.728  -0.622
C  0.244  -2.665  -0.008
O  0.775  0.811  -1.380
H  -0.379  3.895  -0.762
H  0.064  3.183  -2.367
H  -1.243  2.438  -1.425
H  2.130  3.744  -0.445
H  2.937  2.156  -0.331
H  2.412  2.764  -1.910
H  0.880  3.501  1.838
H  0.954  2.046  2.869
H  2.290  2.402  1.780
H  -1.415  2.600  1.120
H  -1.532  0.945  0.463
H  -1.104  1.207  2.180
H  3.215  -1.002  1.383
H  5.622  -0.429  1.288
H  5.268  0.130  -3.010
H  2.836  -0.371  -2.839
H  -0.897  -0.716  -0.169
H  -0.662  -1.578  -1.673
H  -0.197  -3.647  -0.126
H  1.234  -2.712  -0.410
H  0.420  -2.499  1.049
F  -4.126  0.839  3.376
C  -3.431  -0.293  3.041
C  -2.598  -0.869  3.983
C  -1.765  -1.909  3.579
C  -1.755  -2.325  2.258
C  -2.543  -1.650  1.339
C  -2.204  -1.882  -0.149
C  -3.224  -1.307  -1.149
C  -4.051  -2.290  -1.681
C  -5.249  -1.942  -2.298
C  -5.615  -0.612  -2.455
C  -4.752  0.345  -1.944
F  -5.070  1.674  -2.075
C  -3.571  0.035  -1.251
C  -3.502  -0.723  1.719
H  -2.534  -0.454  5.001
H  -1.098  -2.408  4.269
H  -1.192  -3.193  1.954
H  -2.051  -2.934  -0.338
H  -3.782  -3.345  -1.556
H  -5.908  -2.730  -2.637
H  -6.485  -0.317  -3.007
H  -3.051  0.832  -0.717
H  -4.292  -0.337  1.088

No. 2
The following is a DFT calculation (ωB97M-V/def2-TZVPD) of C28H30BN4O5Pt as an isolated structure at a distorted geometry.

The HOMO energy is -10.56 eV. For the total energy, the calculation gives -1824.301714 Eh. The total charge is +1. The energy above the lowest of the compared OMol25 structures with the same formula, charge and spin comes out at 26.6 kcal/mol.

Atoms and positions in Å:
Pt  1.379  -0.632  -1.137
O  7.831  -0.050  1.477
C  7.715  -0.430  0.121
C  6.253  -0.534  -0.217
C  5.822  -0.454  -1.535
C  4.474  -0.554  -1.806
N  3.561  -0.712  -0.843
C  3.967  -0.816  0.429
C  5.306  -0.731  0.774
C  2.886  -1.060  1.428
C  3.119  -1.037  2.788
C  2.071  -1.254  3.677
C  2.347  -1.244  5.162
O  3.384  -2.144  5.505
C  0.816  -1.501  3.153
C  0.643  -1.517  1.779
N  1.652  -1.300  0.930
H  8.762  -0.009  1.718
H  8.181  -1.406  -0.058
H  8.189  0.292  -0.550
H  6.522  -0.310  -2.348
H  4.098  -0.495  -2.818
H  5.629  -0.819  1.800
H  4.111  -0.855  3.177
H  1.426  -1.441  5.717
H  2.704  -0.257  5.455
H  3.065  -3.047  5.409
H  -0.034  -1.683  3.798
H  -0.316  -1.724  1.328
N  0.547  6.243  -2.982
C  0.709  5.654  -1.777
O  0.698  6.263  -0.730
C  0.928  4.151  -1.761
C  1.076  3.560  -0.516
C  1.294  2.201  -0.438
N  1.380  1.422  -1.525
C  1.225  1.989  -2.731
C  1.003  3.344  -2.885
H  0.391  7.237  -2.995
H  0.508  5.740  -3.847
H  1.020  4.172  0.372
H  1.418  1.705  0.516
H  1.282  1.335  -3.588
H  0.894  3.727  -3.890
C  -7.619  -0.938  -0.747
C  -6.397  -1.716  -0.261
C  -6.430  -1.769  1.272
C  -6.486  -3.143  -0.819
C  -5.083  -1.073  -0.715
C  -5.043  0.108  -1.450
C  -3.846  0.684  -1.894
C  -2.693  0.031  -1.554
O  -1.374  0.374  -1.842
B  -0.606  -0.616  -1.240
O  -1.408  -1.565  -0.601
C  -2.714  -1.130  -0.815
C  -3.876  -1.713  -0.386
H  -8.525  -1.454  -0.425
H  -7.648  -0.868  -1.836
H  -7.650  0.071  -0.333
H  -7.364  -2.220  1.614
H  -6.362  -0.766  1.698
H  -5.607  -2.364  1.671
H  -7.438  -3.596  -0.537
H  -5.689  -3.782  -0.434
H  -6.419  -3.142  -1.909
H  -5.966  0.614  -1.694
H  -3.838  1.593  -2.480
H  -3.853  -2.635  0.179

No. 3
The following is a DFT calculation (ωB97M-V/def2-TZVPD) of C28H30CaN2O2PS2Si as an isolated structure.

The HOMO energy is -4.79 eV. For the total energy, the calculation gives -3450.202210 Eh. The total charge is -1. The energy above the lowest of the compared OMol25 structures with the same formula, charge and spin comes out at 0.0 kcal/mol.

Atoms and positions in Å:
Ca  0.657  -1.131  -0.126
C  4.350  -0.334  1.156
C  4.239  -0.982  -0.193
C  5.331  -1.092  -1.030
C  5.129  -1.683  -2.277
C  3.886  -2.113  -2.646
C  2.782  -1.960  -1.758
N  3.023  -1.419  -0.521
N  1.521  -2.288  -2.054
Si  1.040  -3.482  -3.183
C  1.207  -2.917  -4.977
C  2.021  -5.077  -2.971
C  -0.767  -3.859  -2.880
H  5.282  -0.601  1.655
H  3.517  -0.623  1.797
H  4.320  0.754  1.055
H  6.299  -0.726  -0.721
H  5.960  -1.795  -2.965
H  3.720  -2.549  -3.619
H  2.246  -2.855  -5.300
H  0.766  -1.928  -5.100
H  0.693  -3.605  -5.650
H  3.096  -4.913  -3.044
H  1.740  -5.806  -3.733
H  1.827  -5.519  -1.993
H  -1.398  -3.006  -3.137
H  -0.952  -4.087  -1.829
H  -1.094  -4.708  -3.482
O  -0.870  -2.583  0.888
C  -0.876  -1.820  1.889
O  0.123  -1.121  2.198
C  -2.131  -1.710  2.697
C  -2.834  -0.515  2.749
C  -4.008  -0.441  3.485
C  -4.473  -1.547  4.179
C  -3.766  -2.740  4.128
C  -2.603  -2.825  3.379
H  -2.483  0.352  2.205
H  -4.557  0.492  3.510
H  -5.387  -1.482  4.757
H  -4.127  -3.608  4.665
H  -2.059  -3.757  3.318
S  -1.995  0.784  -0.751
P  -0.698  2.188  -0.203
S  1.201  1.651  -0.569
C  -0.930  2.573  1.569
C  -2.072  3.276  1.964
C  -2.330  3.509  3.300
C  -1.454  3.034  4.271
C  -0.325  2.334  3.890
C  -0.061  2.111  2.544
C  -1.065  3.804  -0.951
C  -2.129  3.956  -1.827
C  -2.408  5.198  -2.380
C  -1.627  6.295  -2.058
C  -0.557  6.146  -1.183
C  -0.277  4.908  -0.636
H  -2.773  3.630  1.217
H  -3.219  4.055  3.589
H  -1.659  3.210  5.320
H  0.356  1.942  4.634
H  0.821  1.555  2.255
H  -2.732  3.090  -2.069
H  -3.240  5.305  -3.064
H  -1.843  7.264  -2.487
H  0.062  6.997  -0.929
H  0.566  4.792  0.034

No. 4
The following is a DFT calculation (ωB97M-V/def2-TZVPD) of C28H30Cl4N5O2OsSSi2 as an isolated structure.

The HOMO energy (alpha / beta) is -10.63 / -10.67 eV. For the total energy, the calculation gives -4417.650178 Eh. Its expectation value of S² is 6.030. As for the spin multiplicity: 5. The total charge is +1. The energy above the lowest of the compared OMol25 structures with the same formula, charge and spin comes out at 4.3 kcal/mol.

Atoms and positions in Å:
Os  -0.272  -0.179  -0.469
Cl  1.581  -4.261  -5.666
C  0.959  -3.708  -4.173
C  0.365  -4.631  -3.271
Cl  0.240  -6.277  -3.713
C  -0.118  -4.207  -2.048
Cl  -0.819  -5.311  -0.940
C  -0.034  -2.850  -1.679
O  -0.426  -2.357  -0.568
C  0.550  -1.916  -2.614
O  0.593  -0.691  -2.219
C  1.037  -2.365  -3.850
Cl  1.714  -1.219  -4.933
C  -1.310  1.217  -3.624
Si  -1.715  2.133  -2.025
C  -3.257  1.414  -1.192
C  -1.998  3.966  -2.374
C  -0.268  1.901  -0.740
C  -0.798  2.054  0.624
C  -0.996  3.187  1.401
C  -1.557  3.041  2.656
C  -1.933  1.777  3.097
C  -1.685  0.681  2.295
N  -1.111  0.821  1.098
Si  1.413  2.769  -1.070
C  1.249  4.539  -1.705
C  2.313  2.820  0.602
C  2.450  1.766  -2.284
H  -1.984  1.532  -4.422
H  -1.419  0.139  -3.506
H  -0.287  1.412  -3.946
H  -4.106  1.429  -1.878
H  -3.537  1.991  -0.308
H  -3.114  0.376  -0.876
H  -3.019  4.116  -2.729
H  -1.322  4.330  -3.148
H  -1.864  4.589  -1.489
H  -0.729  4.157  1.004
H  -1.707  3.907  3.287
H  -2.435  1.643  4.044
H  -1.964  -0.312  2.614
H  0.402  5.073  -1.275
H  1.147  4.569  -2.790
H  2.154  5.090  -1.446
H  2.052  3.717  1.167
H  3.394  2.832  0.449
H  2.076  1.959  1.226
H  1.962  1.675  -3.255
H  2.639  0.759  -1.915
H  3.415  2.251  -2.444
N  6.446  -0.649  3.379
C  5.443  -0.700  2.823
C  4.187  -0.747  2.140
C  3.013  -0.418  2.815
C  1.824  -0.438  2.113
N  1.753  -0.762  0.821
C  2.870  -1.123  0.190
C  4.109  -1.132  0.804
H  3.029  -0.158  3.863
H  0.892  -0.189  2.605
H  2.767  -1.422  -0.846
H  4.996  -1.428  0.263
S  -2.910  -2.350  0.948
C  -2.715  -3.009  2.458
N  -2.678  -4.388  2.582
C  -2.666  -5.012  3.775
C  -2.649  -4.280  4.921
C  -2.571  -2.880  4.761
N  -2.599  -2.280  3.600
H  -2.669  -4.915  1.719
H  -2.658  -6.093  3.768
H  -2.668  -4.744  5.893
H  -2.468  -2.232  5.626

Question: Look up the energy above the lowest of the compared OMol25 structures with the same formula, charge and spin of the second one.
Answer: 26.6 kcal/mol